Record 1
Here is one molecule with the formula C5H6O2 from the Open Molecules 2025 dataset. Energies are from the ωB97M-V functional and the def2-TZVPD basis.

```
! wB97M-V def2-TZVPD RIJCOSX def2/J DEFGRID3
* xyz 0 1
O -0.446 -0.501 2.339
C -0.221 -0.211 1.184
C -1.290 0.554 0.398
O -1.120 0.422 -1.022
C -0.935 -0.819 -1.397
C 1.714 0.284 -0.298
C 1.071 -0.550 0.517
H -1.241 1.625 0.621
H -2.269 0.169 0.690
H -0.700 -0.706 -2.483
H 1.293 1.250 -0.569
H 2.677 0.036 -0.731
H 1.486 -1.515 0.796
*
```

The relative energy (zero: lowest compared OMol25 entry of this formula, charge and spin) comes out at 400.5 kJ/mol. The value obtained for the electronic energy is -344.44935 Eh. The HOMO energy comes out at -8.916 eV. As for the largest force on an atom: 0.0114 hartree/bohr.



Record 2
Here is a 2-piece molecular cluster, C3H11O overall from the Open Molecules 2025 dataset. Energies are from the ωB97M-V functional and the def2-TZVPD basis.

```
! wB97M-V def2-TZVPD RIJCOSX def2/J DEFGRID3
* xyz 1 1
O 1.364 2.225 0.101
H 0.590 2.807 -0.078
H 2.119 2.606 -0.399
H 1.229 1.284 -0.194
C 0.089 -0.261 1.106
C -0.724 -1.276 0.330
C -0.954 -0.923 -1.118
H -0.153 0.730 0.753
H 1.122 -0.406 0.715
H 0.389 -0.501 2.121
H -1.651 -1.508 0.863
H -0.284 -2.259 0.389
H -1.278 0.120 -1.225
H -0.146 -1.048 -1.836
H -1.713 -1.588 -1.528
*
```

The relative energy (zero: lowest compared OMol25 entry of this formula, charge and spin) comes out at 72.9 kJ/mol. The value obtained for the electronic energy is -195.78858 Eh. The HOMO energy comes out at -14.839 eV. As for the largest force on an atom: 0.0605 hartree/bohr.



Record 3
Here is an isolated ion of composition C5H8N and charge +1 from the Open Molecules 2025 dataset. Energies are from the ωB97M-V functional and the def2-TZVPD basis.

```
! wB97M-V def2-TZVPD RIJCOSX def2/J DEFGRID3
* xyz 1 1
C 0.057 1.672 -1.083
C -1.282 -0.240 -0.564
C 0.678 0.283 0.878
C 0.849 1.437 -0.084
C -0.359 -1.354 -0.628
N -0.517 -0.526 0.587
H -0.549 2.195 -1.784
H 1.473 -0.420 0.663
H 0.848 0.654 1.866
H 1.714 1.909 0.118
H -0.881 -2.344 -0.700
H -2.243 0.000 -0.928
H 0.635 -1.200 -1.020
H -0.667 -1.164 1.336
*
```

The relative energy (zero: lowest compared OMol25 entry of this formula, charge and spin) comes out at 599.9 kJ/mol. The value obtained for the electronic energy is -249.59664 Eh. The HOMO energy (spin up / spin down) comes out at -13.668 / -13.667 eV. As for the largest force on an atom: 0.0982 hartree/bohr.



Record 4
Here is a 4-piece molecular cluster, C33H65ClI2N2O9S3 overall from the Open Molecules 2025 dataset. Energies are from the ωB97M-V functional and the def2-TZVPD basis.

```
! wB97M-V def2-TZVPD RIJCOSX def2/J DEFGRID3
* xyz 0 1
C 5.878 -0.023 3.415
C 5.338 0.153 1.990
C 3.931 0.789 1.934
C 2.788 -0.230 1.635
C 1.847 -0.296 2.846
C 2.114 -0.071 0.260
C 3.186 -0.101 -0.857
C 3.982 1.156 -1.251
O 5.356 0.981 -0.921
C 3.818 1.426 -2.792
N 5.060 1.878 -3.461
O 1.233 -1.208 -0.028
C 1.749 -2.501 0.070
C 1.088 -3.239 1.281
O -0.127 -2.612 1.645
O -0.584 -3.242 2.830
C 1.553 -3.363 -1.200
I 3.302 -3.289 -2.490
C 0.277 -3.144 -2.049
C -0.999 -2.900 -1.260
I 0.438 -1.699 -3.642
C 1.101 1.141 0.157
C 0.891 1.483 -1.308
O -0.385 2.044 -1.567
C -0.371 2.842 -2.719
C -0.279 0.628 0.681
O -1.058 1.734 1.179
C -2.410 1.561 0.975
C -3.109 2.397 0.112
C -4.478 2.198 -0.074
C -5.156 1.164 0.583
C -4.448 0.339 1.458
C -3.084 0.538 1.653
N 1.493 2.290 0.961
C 1.179 3.631 0.489
C 2.312 4.367 -0.232
C 3.487 4.577 0.723
Cl 5.071 4.411 -0.073
H 5.573 -0.970 3.853
H 6.963 0.004 3.390
H 5.565 0.817 4.027
H 6.004 0.836 1.472
H 5.375 -0.774 1.425
H 3.913 1.642 1.276
H 3.757 1.185 2.930
H 3.311 -1.184 1.646
H 2.420 -0.253 3.767
H 1.116 0.503 2.897
H 1.286 -1.224 2.891
H 3.915 -0.863 -0.591
H 2.687 -0.478 -1.741
H 3.698 2.051 -0.717
H 5.658 0.185 -1.366
H 3.471 0.517 -3.282
H 3.100 2.223 -2.949
H 5.342 1.153 -4.108
H 4.796 2.649 -4.060
H 2.811 -2.562 0.292
H 1.767 -3.197 2.136
H 0.895 -4.292 1.074
H -0.082 -2.802 3.533
H 1.556 -4.407 -0.926
H 0.134 -4.065 -2.601
H -1.101 -3.599 -0.438
H -1.074 -1.872 -0.936
H -1.835 -3.075 -1.932
H 0.966 0.566 -1.884
H 1.656 2.155 -1.688
H 0.283 3.711 -2.608
H -0.076 2.269 -3.599
H -1.380 3.207 -2.884
H -0.835 0.114 -0.090
H -0.166 -0.079 1.493
H -2.605 3.189 -0.416
H -5.033 2.832 -0.748
H -6.210 1.007 0.425
H -4.954 -0.464 1.968
H -2.534 -0.108 2.319
H 1.168 2.206 1.908
H 0.256 3.708 -0.083
H 0.998 4.232 1.381
H 1.925 5.353 -0.480
H 2.630 3.871 -1.142
H 3.425 3.899 1.564
H 3.451 5.583 1.122
C 4.862 4.989 -7.118
S 3.206 4.521 -6.607
O 3.348 3.756 -5.341
C 2.934 3.318 -7.912
H 5.240 5.711 -6.398
H 5.504 4.109 -7.129
H 4.820 5.446 -8.107
H 3.707 2.551 -7.868
H 2.947 3.823 -8.878
H 1.957 2.866 -7.749
C -7.025 -1.840 4.258
S -8.077 -1.809 2.806
O -7.944 -0.450 2.210
C -9.631 -1.841 3.707
H -5.992 -1.786 3.920
H -7.254 -0.978 4.885
H -7.184 -2.770 4.796
H -9.677 -0.990 4.387
H -9.702 -2.779 4.258
H -10.440 -1.776 2.982
C -8.054 -6.260 1.667
S -7.767 -6.249 3.438
O -7.430 -4.847 3.804
C -6.219 -7.155 3.390
H -8.964 -5.695 1.474
H -7.214 -5.788 1.157
H -8.182 -7.288 1.328
H -5.504 -6.623 2.761
H -6.399 -8.158 3.002
H -5.838 -7.219 4.407
*
```

The value obtained for the electronic energy is -4332.92663 Eh. The HOMO energy comes out at -8.054 eV. As for the largest force on an atom: 0.0260 hartree/bohr.



Record 5
Here is a 2-piece molecular cluster, C2H9N4O2S2 overall from the Open Molecules 2025 dataset. Energies are from the ωB97M-V functional and the def2-TZVPD basis.

```
! wB97M-V def2-TZVPD RIJCOSX def2/J DEFGRID3
* xyz 1 3
C 0.852 0.629 -0.993
C -1.232 -1.720 -0.529
N -0.025 -0.140 -1.582
N -0.153 -1.445 -1.106
N -3.550 -1.265 0.436
N 3.884 1.358 1.679
O -2.024 0.825 0.118
O -2.896 -0.409 -1.884
S 1.562 0.170 0.453
S -2.490 -0.342 -0.528
H 0.898 1.596 -1.501
H -1.609 -2.647 -0.124
H -0.517 0.162 -2.521
H 4.622 0.764 1.586
H -3.740 -0.849 1.304
H -4.444 -1.236 0.047
H 3.032 1.115 1.104
H 4.092 2.371 1.354
H 3.738 1.063 2.686
*
```

The expectation value of S² is 2.01. The value obtained for the electronic energy is -1246.99259 Eh. The HOMO energy (spin up / spin down) comes out at -9.180 / -12.830 eV. As for the largest force on an atom: 0.1100 hartree/bohr.



Record 6
Here is a 2-piece molecular cluster, CH3ClN2S overall from the Open Molecules 2025 dataset. Energies are from the ωB97M-V functional and the def2-TZVPD basis.

```
! wB97M-V def2-TZVPD RIJCOSX def2/J DEFGRID3
* xyz 0 1
C -1.780 0.814 0.297
N 0.456 0.326 -0.323
N -0.826 0.036 0.002
S -3.887 -1.001 -0.079
Cl -1.443 2.480 0.007
H 0.434 0.439 -1.302
H 0.823 1.093 0.179
H -1.009 -0.957 0.107
*
```

The relative energy (zero: lowest compared OMol25 entry of this formula, charge and spin) comes out at 471.0 kJ/mol. The value obtained for the electronic energy is -1007.60290 Eh. The HOMO energy (spin up / spin down) comes out at -8.969 / -8.924 eV. As for the largest force on an atom: 0.0501 hartree/bohr.



What is the electronic energy in the second record? -195.78858 Eh



electronic energy of number 4 (C33H65ClI2N2O9S3)? -4332.92663 Eh